[1]
{"formula": "C6H12N2", "method": "the ωB97M-V functional and the def2-TZVPD basis", "species": ["C", "N", "N", "C", "C", "C", "C", "C", "H", "H", "H", "H", "H", "H", "H", "H", "H", "H", "H", "H"], "coordinates": [[0.07583, 1.82506, 1.65005], [0.77209, 0.58277, 1.43258], [1.28938, 0.37777, -0.22576], [-0.00472, 0.02805, -0.75659], [-1.10874, 1.03987, -1.05046], [0.05330, -1.08518, -1.80277], [0.41934, -0.46975, 0.62371], [0.64954, -1.89162, 1.04801], [-0.00063, 2.48372, 0.78831], [-0.93342, 1.64180, 2.03503], [0.64327, 2.36685, 2.40962], [-0.71461, 2.05477, -1.07605], [-1.54321, 0.82991, -2.02791], [-1.91554, 0.98977, -0.31949], [0.16276, -0.63333, -2.78881], [-0.86826, -1.66849, -1.79046], [0.89869, -1.74733, -1.63777], [0.77582, -1.90119, 2.12892], [-0.19755, -2.51957, 0.77144], [1.54666, -2.30388, 0.58837]], "nbo_charge": [-0.44, -0.26, -0.27, 0.06, -0.64, -0.62, 0.20, -0.64, 0.20, 0.20, 0.21, 0.22, 0.22, 0.22, 0.22, 0.22, 0.22, 0.24, 0.22, 0.23], "homo_lumo_gap_ev": 10.03, "lumo_energy_ev": 0.98, "smiles": "CN1N2C(C)(C)[C@]12C", "mol_weight_g_mol": 112.2, "e_tot_ha": -345.184791, "relative_energy_ev": 3.893}

---

[2]
{"formula": "C5H4O2", "method": "the ωB97M-V functional and the def2-TZVPD basis", "species": ["C", "C", "C", "O", "C", "C", "O", "H", "H", "H", "H"], "coordinates": [[1.03424, 1.88175, -1.55434], [0.43932, 1.24238, -0.70431], [-0.37058, 0.60343, 0.35890], [-1.22565, -0.33027, -0.22549], [-0.59724, -1.53888, -0.11080], [0.38217, -1.42021, 0.76740], [0.45932, -0.14717, 1.25789], [1.62004, 2.39302, -2.27152], [-0.92457, 1.35308, 0.90362], [-0.96929, -2.40637, -0.59833], [1.07698, -2.13096, 1.16586]], "nbo_charge": [-0.18, -0.08, 0.31, -0.48, 0.02, 0.03, -0.48, 0.24, 0.20, 0.22, 0.21], "homo_lumo_gap_ev": 9.47, "lumo_energy_ev": 1.00, "smiles": "C#CC1OC=CO1", "mol_weight_g_mol": 96.1, "e_tot_ha": -343.278207, "relative_energy_ev": 3.106}

---

[3]
{"formula": "C2H3NP2", "method": "the ωB97M-V functional and the def2-TZVPD basis", "species": ["C", "C", "N", "P", "P", "H", "H", "H"], "coordinates": [[-2.00985, 0.49351, -0.67287], [-0.51286, 0.11701, 0.26200], [-3.12569, 0.44633, -0.98102], [2.32857, -0.19232, 0.63183], [0.87549, -0.49042, -0.78800], [-0.22480, 1.02197, 0.92518], [-0.76404, -0.75821, 0.84295], [3.43318, -0.63787, -0.22006]], "nbo_charge": [0.25, -0.77, -0.35, -0.03, 0.37, 0.27, 0.25, 0.00], "homo_lumo_gap_ev": 8.49, "lumo_energy_ev": -1.45, "mol_weight_g_mol": 103.0, "e_tot_ha": -815.370535, "relative_energy_ev": 1.500}

---

[4]
{"formula": "C11H17BClF4NO3Si", "method": "the ωB97M-V functional and the def2-TZVPD basis", "species": ["C", "Si", "C", "C", "O", "C", "C", "O", "C", "O", "C", "C", "C", "N", "Cl", "C", "C", "H", "H", "H", "H", "H", "H", "H", "H", "H", "H", "H", "H", "H", "H", "H", "H", "H", "B", "F", "F", "F", "F"], "coordinates": [[-2.47579, 1.38720, -4.41088], [-0.80584, 0.95685, -3.52415], [-0.70903, -0.96356, -3.42604], [0.59961, 1.49855, -4.78513], [-0.54840, 1.79847, -2.00439], [-1.03200, 1.03302, -0.84523], [-0.53760, 1.74355, 0.58625], [0.82821, 1.27599, 0.88876], [1.07956, 1.29476, 2.36539], [0.75986, 2.31255, 3.16948], [1.86320, -0.05896, 2.95730], [1.01035, -1.48880, 2.80195], [1.80968, -2.85120, 3.35094], [3.22602, -2.77847, 3.93932], [3.94400, -4.27470, 4.43745], [3.99365, -1.48386, 4.10868], [3.36669, -0.03766, 3.62269], [-2.63904, 2.53525, -4.57232], [-2.41720, 0.84807, -5.47454], [-3.35447, 0.84704, -3.83788], [-1.70653, -1.32414, -2.88124], [0.26882, -1.32233, -2.89221], [-0.76413, -1.35900, -4.55010], [0.16614, 2.40073, -5.42725], [0.85122, 0.62078, -5.53062], [1.60136, 1.78141, -4.24893], [-0.65434, -0.07285, -0.78446], [-2.22449, 1.00939, -0.80867], [-1.31821, 1.53362, 1.46051], [-0.44054, 2.91124, 0.36287], [-0.06290, -1.56114, 2.33810], [1.26165, -3.89578, 3.22983], [5.07496, -1.54116, 4.55978], [3.93529, 0.99257, 3.72420], [-2.78997, -0.75351, 2.42013], [-3.28502, 0.00891, 1.28549], [-3.91347, -1.28897, 3.17153], [-1.95997, -1.84785, 1.94353], [-2.00136, 0.11397, 3.27985]], "mulliken_charge": [-0.87, 0.58, -0.92, -0.94, -0.46, -0.20, -0.32, -0.25, 0.39, -0.49, 0.51, -0.18, -0.23, 0.04, 0.04, -0.09, -0.44, 0.27, 0.24, 0.27, 0.28, 0.25, 0.32, 0.25, 0.27, 0.26, 0.14, 0.31, 0.30, 0.24, 0.31, 0.40, 0.36, 0.35, 0.61, -0.37, -0.36, -0.46, -0.42], "homo_lumo_gap_ev": 6.51, "lumo_energy_ev": -3.19, "mol_weight_g_mol": 361.6, "e_tot_ha": -1883.630297, "relative_energy_ev": 6.028}